Entry 1:
Entry from the OMol25 dataset: 2 unconnected molecules or ions with the total composition C3HF3O (ωB97M-V/def2-TZVPD).

Values from the calculation:
HOMO energy	-10.462	eV
orbital gap	0.4067	Ha
E_tot	-13324.1567	eV
strongest force on any atom	0.0325	hartree/bohr

Atoms and positions in Å:
O (-1.449, 0.768, 0.652)
C (-0.887, 1.684, 1.101)
F (-0.838, 1.980, 2.354)
F (-0.046, 2.445, 0.447)
C (0.158, -1.758, -1.128)
C (1.348, -1.666, -1.064)
F (2.597, -1.543, -0.984)
H (-0.884, -1.910, -1.379)

---

Entry 2:
Entry from the OMol25 dataset: 4 unconnected molecules or ions with the total composition C18H38NO16P3S (ωB97M-V/def2-TZVPD).

Values from the calculation:
HOMO energy	-9.227	eV
orbital gap	0.3539	Ha
E_tot	-92239.4279	eV
strongest force on any atom	0.0198	hartree/bohr

Atoms and positions in Å:
N (4.090, 4.530, -0.917)
C (5.282, 4.456, -1.309)
C (5.788, 3.657, -2.478)
O (4.966, 2.517, -2.721)
S (4.556, 2.310, -4.303)
O (3.979, 3.559, -4.723)
O (3.313, 1.289, -4.001)
C (2.306, 1.744, -3.134)
O (1.270, 2.348, -3.887)
C (0.607, 3.306, -3.124)
C (0.956, 4.638, -3.254)
C (0.299, 5.575, -2.465)
C (-0.681, 5.172, -1.565)
C (-1.035, 3.834, -1.455)
C (-0.382, 2.893, -2.239)
H (3.487, 3.962, -1.514)
H (6.030, 5.012, -0.755)
H (6.795, 3.313, -2.245)
H (5.854, 4.325, -3.334)
H (1.905, 0.896, -2.586)
H (2.676, 2.458, -2.407)
H (1.719, 4.935, -3.952)
H (0.567, 6.614, -2.559)
H (-1.182, 5.891, -0.938)
H (-1.793, 3.511, -0.762)
H (-0.631, 1.847, -2.189)
C (-2.732, -2.914, 1.672)
O (-2.628, -1.544, 1.245)
P (-3.647, -1.006, 0.143)
O (-4.805, -1.878, -0.059)
O (-2.763, -0.712, -1.132)
C (-2.275, -1.832, -1.875)
O (-3.949, 0.466, 0.605)
C (-4.640, 0.628, 1.852)
H (-2.453, -3.590, 0.863)
H (-2.042, -3.042, 2.501)
H (-3.743, -3.140, 2.004)
H (-3.038, -2.605, -1.964)
H (-1.385, -2.239, -1.392)
H (-2.012, -1.475, -2.867)
H (-3.950, 0.469, 2.680)
H (-5.477, -0.067, 1.925)
H (-5.015, 1.647, 1.883)
C (-9.027, -6.414, 1.949)
O (-9.253, -5.021, 1.691)
P (-8.230, -3.950, 2.291)
O (-6.972, -4.540, 2.757)
O (-9.055, -3.147, 3.372)
C (-9.361, -3.809, 4.601)
O (-8.136, -2.854, 1.173)
C (-7.556, -3.242, -0.084)
H (-9.173, -6.640, 3.005)
H (-9.751, -6.970, 1.359)
H (-8.020, -6.701, 1.651)
H (-8.509, -4.392, 4.953)
H (-10.229, -4.457, 4.467)
H (-9.596, -3.043, 5.334)
H (-8.281, -3.812, -0.666)
H (-6.654, -3.831, 0.075)
H (-7.290, -2.336, -0.614)
C (8.024, -1.407, -0.133)
O (8.646, -0.158, 0.207)
P (8.305, 0.511, 1.618)
O (7.664, -0.404, 2.563)
O (7.510, 1.827, 1.272)
C (6.160, 1.687, 0.817)
O (9.674, 1.150, 2.062)
C (10.754, 0.253, 2.345)
H (6.953, -1.275, -0.281)
H (8.476, -1.747, -1.061)
H (8.195, -2.147, 0.646)
H (5.632, 0.919, 1.383)
H (6.153, 1.436, -0.246)
H (5.659, 2.639, 0.962)
H (11.186, -0.114, 1.414)
H (10.413, -0.585, 2.954)
H (11.503, 0.814, 2.895)

---

Entry 3:
Entry from the OMol25 dataset: a molecular structure, C29H25N5O15S5V (ωB97M-V/def2-TZVPD).

Values from the calculation:
total charge	-2
2S+1	2
HOMO energy (alpha / beta)	-3.700 / -3.692	eV
<S²>	0.76
orbital gap (alpha / beta)	0.2450 / 0.2700	Ha
E_tot	-148512.8521	eV
strongest force on any atom	0.0123	hartree/bohr

Atoms and positions in Å:
V (-0.949, -0.977, 0.779)
O (1.706, -1.466, 3.465)
S (1.891, -0.522, 2.400)
O (2.219, 0.824, 2.754)
O (0.698, -0.570, 1.461)
C (3.156, -1.073, 1.269)
C (4.350, -0.372, 1.321)
C (5.379, -0.673, 0.440)
C (5.201, -1.664, -0.509)
C (4.003, -2.361, -0.568)
C (2.975, -2.083, 0.320)
S (1.500, -3.106, 0.173)
O (0.426, -2.195, -0.335)
O (1.822, -4.090, -0.830)
O (1.241, -3.590, 1.507)
H (4.444, 0.434, 2.035)
H (6.305, -0.114, 0.485)
H (5.985, -1.888, -1.223)
H (3.839, -3.129, -1.311)
N (-1.165, -2.289, 2.421)
C (-2.549, -2.337, 2.876)
C (-3.352, -1.224, 2.222)
O (-4.495, -0.981, 2.494)
O (-2.668, -0.602, 1.267)
H (-0.805, -3.193, 2.109)
H (-0.536, -1.897, 3.120)
H (-2.636, -2.236, 3.957)
H (-2.999, -3.281, 2.567)
O (-0.241, -1.237, -3.810)
C (1.080, -0.998, -3.827)
C (1.838, -1.568, -4.854)
C (3.203, -1.357, -4.923)
C (3.846, -0.575, -3.967)
C (3.096, -0.017, -2.945)
C (1.722, -0.209, -2.856)
C (1.000, 0.395, -1.681)
O (1.633, 0.951, -0.776)
N (-0.330, 0.229, -1.773)
N (-1.046, 0.526, -0.609)
C (-1.806, 1.562, -0.678)
S (-1.650, 2.609, -2.070)
C (-2.949, 3.759, -1.538)
C (-2.979, 3.754, -0.024)
S (-2.995, 2.026, 0.509)
H (-0.587, -0.768, -2.988)
H (1.325, -2.184, -5.582)
H (3.773, -1.813, -5.725)
H (4.916, -0.416, -4.013)
H (3.554, 0.577, -2.163)
H (-3.905, 3.436, -1.952)
H (-2.696, 4.743, -1.934)
H (-3.875, 4.223, 0.381)
H (-2.100, 4.246, 0.395)
O (-3.196, -0.707, -1.851)
C (-2.765, -1.817, -1.632)
C (-2.957, -2.996, -2.580)
C (-2.417, -4.188, -1.810)
C (-1.965, -3.593, -0.488)
O (-1.630, -4.263, 0.472)
N (-2.037, -2.224, -0.528)
H (-2.391, -2.772, -3.485)
H (-4.012, -3.070, -2.845)
H (-1.538, -4.645, -2.267)
H (-3.149, -4.974, -1.622)
O (-1.677, 4.337, 5.588)
S (-2.171, 3.815, 4.333)
O (-3.465, 4.315, 3.915)
N (-2.096, 2.213, 4.263)
C (-1.294, 1.788, 3.282)
O (-1.123, 0.602, 2.959)
C (-0.602, 2.919, 2.543)
C (0.285, 2.849, 1.483)
C (0.743, 4.041, 0.934)
C (0.334, 5.273, 1.444)
C (-0.554, 5.339, 2.512)
C (-1.003, 4.142, 3.037)
H (0.620, 1.907, 1.070)
H (1.426, 3.997, 0.095)
H (0.709, 6.189, 1.000)
H (-0.887, 6.287, 2.917)

---

Entry 4:
Entry from the OMol25 dataset: 2 unconnected molecules or ions with the total composition C5H14N (ωB97M-V/def2-TZVPD).

Values from the calculation:
total charge	+1
HOMO energy	-14.964	eV
orbital gap	0.3436	Ha
E_tot	-6894.5605	eV
strongest force on any atom	0.0111	hartree/bohr

Atoms and positions in Å:
C (0.430, -1.380, 1.976)
N (-0.777, -1.367, 2.385)
H (0.628, -1.087, 0.960)
H (1.221, -1.665, 2.659)
H (-1.016, -1.608, 3.341)
H (-1.503, -1.049, 1.748)
C (-0.604, 2.338, -0.406)
C (0.738, -1.190, -1.473)
C (0.284, 0.265, -1.587)
C (-0.101, 0.907, -0.249)
H (0.132, 2.952, -0.927)
H (-0.851, 2.800, 0.548)
H (-1.506, 2.380, -1.025)
H (0.932, -1.619, -2.454)
H (-0.022, -1.824, -0.998)
H (1.659, -1.261, -0.880)
H (-0.585, 0.306, -2.248)
H (1.088, 0.857, -2.027)
H (-0.906, 0.327, 0.225)
H (0.759, 0.918, 0.433)

---

Entry 5:
Entry from the OMol25 dataset: 2 unconnected molecules or ions with the total composition CH2Cl3N3 (ωB97M-V/def2-TZVPD).

Values from the calculation:
HOMO energy (alpha / beta)	-7.480 / -7.479	eV
orbital gap (alpha / beta)	0.2128 / 0.2127	Ha
E_tot	-43100.4343	eV
strongest force on any atom	0.0697	hartree/bohr

Atoms and positions in Å:
C (-1.077, 0.973, -0.240)
N (-2.035, 1.678, -0.376)
N (-0.224, 0.101, 0.067)
N (-0.190, 0.673, -2.799)
Cl (-2.639, 2.662, -1.703)
Cl (-1.417, -0.031, -3.769)
Cl (1.128, -0.311, -2.439)
H (0.237, 0.376, 0.925)
H (0.426, -0.372, -0.767)

---

Entry 6:
Entry from the OMol25 dataset: a molecular structure, C18H19BaIN2Se (ωB97M-V/def2-TZVPD).

Values from the calculation:
HOMO energy (alpha / beta)	-6.848 / -6.848	eV
orbital gap (alpha / beta)	0.2077 / 0.2072	Ha
E_tot	-96093.2728	eV
strongest force on any atom	0.0517	hartree/bohr

Atoms and positions in Å:
C (-2.427, -1.725, -0.031)
C (-1.804, 2.152, 1.054)
H (-2.354, -1.364, -1.075)
H (-2.880, -1.032, 0.723)
H (-1.704, -2.491, 0.331)
H (-0.911, 2.754, 0.801)
H (-2.422, 1.761, 0.220)
H (-1.816, 1.599, 2.026)
C (1.206, -2.684, -1.411)
C (2.036, -3.522, -2.135)
C (3.327, -3.102, -2.392)
C (3.712, -1.840, -1.921)
H (0.168, -2.971, -1.254)
H (1.668, -4.477, -2.497)
H (4.030, -3.752, -2.952)
H (4.716, -1.469, -2.139)
N (1.595, -1.517, -0.887)
C (2.828, -1.023, -1.167)
C (3.142, 0.374, -0.676)
N (2.138, 1.067, -0.090)
C (2.327, 2.313, 0.347)
C (4.617, 2.311, -0.293)
C (3.544, 2.966, 0.280)
H (1.465, 2.818, 0.788)
H (3.644, 3.974, 0.671)
C (4.406, 1.017, -0.778)
H (5.236, 0.475, -1.234)
H (5.606, 2.805, -0.359)
Ba (-0.181, -0.072, 0.450)
I (-0.569, 0.987, -2.826)
Se (0.471, -1.230, 3.533)
C (-1.353, -1.053, 3.650)
C (-2.255, -2.094, 3.263)
C (-3.618, -2.008, 3.519)
C (-4.167, -0.856, 4.103)
C (-3.318, 0.213, 4.422)
C (-1.955, 0.142, 4.165)
H (-1.831, -2.995, 2.796)
H (-4.262, -2.849, 3.260)
H (-5.227, -0.792, 4.292)
H (-3.725, 1.118, 4.879)
H (-1.288, 0.976, 4.427)